7 unconnected molecules or ions with the total composition C45H87N2O8. Source: OMol25; level of theory: wB97M-V/def2-TZVPD.

- E_HOMO (spin up / spin down): -0.3084 / -0.3361 Eh
- Gap between HOMO and LUMO (spin up / spin down): 0.332 / 0.352 Eh
- LUMO level (spin up / spin down): 0.7 / 0.4 eV
- Multiplicity: 2

Element x y z (Å)
C1 -0.532 4.213 3.490
C2 -0.679 2.926 2.649
C3 -1.229 1.809 3.522
C4 -1.494 0.522 2.672
C5 -0.143 0.137 2.046
C6 -0.219 -1.322 1.547
C7 0.775 -1.564 0.391
C8 2.230 -1.741 0.860
C9 3.065 -2.466 -0.235
C10 4.175 -1.531 -0.707
C11 5.029 -2.040 -1.883
C12 4.269 -2.476 -3.140
N1 3.520 -3.759 -2.976
C13 4.153 -4.708 -2.537
O1 4.742 -5.604 -1.996
C14 3.222 -1.420 -3.580
C15 3.753 -0.325 -4.502
C16 2.539 0.544 -4.869
C17 4.742 0.653 -3.812
N2 4.344 -0.849 -5.771
O2 3.691 -0.589 -6.834
C18 4.789 -2.252 -5.686
C19 6.006 -2.377 -6.626
C20 3.769 -3.278 -6.181
C21 5.301 -2.604 -4.291
H1 -1.428 4.821 3.429
H2 0.336 4.770 3.152
H3 -0.350 3.950 4.529
H4 0.304 2.690 2.257
H5 -1.360 3.068 1.812
H6 -2.159 2.101 4.003
H7 -0.506 1.514 4.281
H8 -2.261 0.680 1.920
H9 -1.848 -0.298 3.295
H10 0.668 0.261 2.757
H11 -0.022 0.770 1.173
H12 -1.232 -1.506 1.196
H13 0.034 -2.032 2.330
H14 0.718 -0.683 -0.249
H15 0.475 -2.428 -0.198
H16 2.303 -2.239 1.824
H17 2.647 -0.744 0.979
H18 3.433 -3.429 0.102
H19 2.385 -2.584 -1.071
H20 3.808 -0.538 -0.950
H21 4.862 -1.399 0.129
H22 5.655 -1.208 -2.184
H23 5.712 -2.802 -1.504
H24 2.679 -0.997 -2.744
H25 2.493 -1.980 -4.158
H26 2.179 0.939 -3.917
H27 2.815 1.399 -5.467
H28 1.723 -0.037 -5.281
H29 4.704 0.558 -2.735
H30 4.429 1.668 -4.028
H31 5.748 0.532 -4.201
H32 6.726 -1.607 -6.367
H33 6.482 -3.343 -6.481
H34 5.697 -2.284 -7.658
H35 3.262 -2.979 -7.091
H36 3.031 -3.572 -5.443
H37 4.327 -4.180 -6.420
H38 5.755 -3.589 -4.368
H39 6.115 -1.912 -4.080
C22 -5.061 4.427 1.193
C23 -5.864 3.213 0.755
C24 -4.999 2.070 1.261
O3 -4.330 2.547 2.440
C25 -4.502 3.967 2.530
H40 -5.651 5.340 1.273
H41 -4.248 4.607 0.486
H42 -6.833 3.202 1.263
H43 -6.042 3.169 -0.319
H44 -4.236 1.794 0.526
H45 -5.578 1.181 1.509
H46 -5.205 4.175 3.346
H47 -3.545 4.433 2.770
C26 -7.137 -3.211 0.726
C27 -7.342 -2.490 -0.602
C28 -6.781 -1.110 -0.293
O4 -5.747 -1.296 0.678
C29 -5.812 -2.629 1.193
H48 -7.116 -4.296 0.639
H49 -7.934 -2.940 1.423
H50 -6.747 -2.971 -1.382
H51 -8.378 -2.462 -0.933
H52 -7.546 -0.458 0.144
H53 -6.367 -0.615 -1.173
H54 -4.965 -3.194 0.788
H55 -5.721 -2.602 2.280
C30 -8.218 1.735 6.407
C31 -6.827 2.176 5.965
C32 -6.746 1.590 4.563
O5 -8.085 1.575 4.049
C33 -9.006 1.844 5.109
H56 -8.638 2.340 7.210
H57 -8.189 0.695 6.742
H58 -6.779 3.267 5.918
H59 -6.026 1.829 6.616
H60 -6.379 0.558 4.585
H61 -6.106 2.168 3.899
H62 -9.402 2.857 4.970
H63 -9.836 1.138 5.057
C34 3.795 -0.005 5.941
C35 3.553 1.500 5.928
C36 3.621 1.812 4.440
O6 3.154 0.645 3.754
C37 3.070 -0.441 4.678
H64 3.426 -0.502 6.836
H65 4.864 -0.213 5.851
H66 2.554 1.720 6.312
H67 4.274 2.068 6.514
H68 4.650 2.007 4.122
H69 3.004 2.667 4.160
H70 2.009 -0.635 4.879
H71 3.504 -1.335 4.230
C38 -5.266 6.943 -3.276
C39 -6.079 5.729 -3.710
C40 -5.212 4.582 -3.211
O7 -4.537 5.057 -2.043
C41 -4.701 6.476 -1.943
H72 -5.852 7.857 -3.190
H73 -4.455 7.122 -3.985
H74 -7.043 5.723 -3.196
H75 -6.265 5.684 -4.782
H76 -4.457 4.303 -3.953
H77 -5.793 3.694 -2.958
H78 -5.398 6.682 -1.123
H79 -3.742 6.936 -1.705
C42 8.115 -5.718 -2.614
C43 9.108 -6.810 -2.236
C44 10.308 -5.993 -1.780
O8 9.789 -4.778 -1.231
C45 8.403 -4.659 -1.560
H80 7.078 -6.046 -2.612
H81 8.349 -5.330 -3.610
H82 8.715 -7.398 -1.404
H83 9.344 -7.493 -3.052
H84 10.958 -5.737 -2.624
H85 10.906 -6.505 -1.025
H86 7.818 -4.838 -0.650
H87 8.199 -3.646 -1.910

11 unconnected molecules or ions with the total composition C45H87O36P7. Source: OMol25; level of theory: wB97M-V/def2-TZVPD.

- SMILES string: COP(=O)(OC)OC.COP(=O)(OC)OC.COP(=O)(OC)OC.COP(=O)(OC)OC.COP(=O)(OC)OC.COP(=O)(OC)OC.COP(=O)(OC)OC.Oc1ccc(O)cc1.Oc1ccc(O)cc1.Oc1ccc(O)cc1.Oc1ccc(O)cc1
- E_HOMO: -0.2878 Eh
- Gap between HOMO and LUMO: 0.292 Eh
- LUMO level: 0.1 eV

Element x y z (Å)
C1 9.069 1.898 0.336
C2 8.749 3.175 0.696
C3 7.613 3.511 1.395
C4 6.822 2.464 1.853
C5 7.037 1.143 1.462
C6 8.162 0.862 0.641
O1 8.543 -0.392 0.307
O2 7.286 4.833 1.702
H1 10.016 1.713 -0.148
H2 9.374 4.018 0.441
H3 5.931 2.614 2.445
H4 6.381 0.330 1.734
H5 9.121 -0.381 -0.460
H6 7.635 5.425 1.032
C7 1.253 0.555 1.102
C8 0.764 0.277 -0.172
C9 0.123 1.218 -0.956
C10 0.062 2.536 -0.480
C11 0.389 2.803 0.835
C12 0.947 1.776 1.603
O3 1.359 2.086 2.887
O4 -0.525 0.883 -2.086
H7 1.721 -0.203 1.714
H8 1.008 -0.704 -0.554
H9 -0.493 3.311 -0.987
H10 0.342 3.808 1.227
H11 1.485 3.036 2.946
H12 -0.447 -0.063 -2.226
C13 4.508 -4.844 6.061
C14 3.318 -4.099 6.077
C15 3.442 -2.682 5.872
C16 4.667 -2.072 5.637
C17 5.820 -2.822 5.600
C18 5.715 -4.189 5.847
O5 6.914 -4.885 5.866
O6 2.337 -1.958 5.931
H13 4.503 -5.896 6.302
H14 2.335 -4.459 6.344
H15 4.677 -1.008 5.453
H16 6.794 -2.368 5.486
H17 6.815 -5.839 5.894
H18 2.399 -1.153 5.411
C19 -2.033 -5.958 -4.940
C20 -2.995 -6.469 -5.898
C21 -4.117 -5.800 -6.199
C22 -4.384 -4.529 -5.645
C23 -3.384 -3.896 -4.898
C24 -2.266 -4.667 -4.534
O7 -1.319 -4.227 -3.692
O8 -5.051 -6.349 -7.031
H19 -1.184 -6.493 -4.541
H20 -2.880 -7.481 -6.257
H21 -5.287 -4.016 -5.939
H22 -3.462 -2.900 -4.486
H23 -0.739 -4.904 -3.336
H24 -5.893 -5.912 -7.176
C25 -4.511 5.523 -0.071
O9 -4.810 6.187 -1.279
P1 -4.041 7.560 -1.817
O10 -4.256 7.849 -3.232
O11 -4.571 8.643 -0.737
C26 -5.659 9.487 -0.849
O12 -2.484 7.361 -1.366
C27 -1.433 8.281 -1.673
H25 -3.582 5.941 0.316
H26 -4.299 4.516 -0.431
H27 -5.283 5.512 0.698
H28 -6.411 9.271 -1.608
H29 -5.270 10.490 -1.029
H30 -6.311 9.659 0.007
H31 -0.616 7.579 -1.840
H32 -1.329 8.954 -0.822
H33 -1.533 8.899 -2.565
C28 3.012 9.417 3.483
O13 3.444 9.067 4.749
P2 2.654 7.979 5.651
O14 2.489 6.652 4.962
O15 1.313 8.674 6.248
C29 1.193 9.078 7.647
O16 3.723 7.864 6.891
C30 4.996 7.305 6.701
H34 3.881 9.513 2.833
H35 2.604 10.415 3.644
H36 2.263 8.762 3.036
H37 1.819 8.483 8.313
H38 0.189 8.810 7.975
H39 1.416 10.145 7.637
H40 5.853 7.946 6.904
H41 5.040 6.852 5.710
H42 5.160 6.544 7.464
C31 -1.875 5.722 13.394
O17 -1.329 5.172 12.198
P3 -1.816 3.780 11.560
O18 -1.582 2.611 12.465
O19 -0.998 3.769 10.155
C32 0.312 3.168 10.071
O20 -3.329 3.985 11.079
C33 -4.354 3.053 11.380
H43 -2.859 5.295 13.589
H44 -1.937 6.797 13.228
H45 -1.230 5.566 14.259
H46 1.002 4.012 10.038
H47 0.381 2.457 9.248
H48 0.621 2.696 11.003
H49 -4.987 3.502 12.145
H50 -4.068 2.090 11.802
H51 -4.965 2.694 10.552
C34 -6.409 -7.019 -0.525
O21 -5.388 -6.086 -0.426
P4 -4.559 -5.828 0.931
O22 -4.446 -6.930 1.956
O23 -3.101 -5.170 0.512
C35 -2.257 -4.626 1.540
O24 -5.375 -4.577 1.539
C36 -5.614 -3.327 0.879
H52 -6.310 -7.752 -1.326
H53 -7.341 -6.491 -0.727
H54 -6.473 -7.614 0.386
H55 -2.496 -3.639 1.937
H56 -1.220 -4.648 1.206
H57 -2.237 -5.335 2.368
H58 -6.691 -3.323 0.708
H59 -5.230 -3.195 -0.133
H60 -5.508 -2.476 1.552
C37 1.103 -2.604 -7.784
O25 0.179 -3.350 -8.524
P5 0.556 -4.251 -9.780
O26 0.477 -3.540 -11.076
O27 2.074 -4.773 -9.356
C38 2.227 -5.932 -8.545
O28 -0.298 -5.612 -9.623
C39 -1.166 -5.992 -10.634
H61 0.528 -1.778 -7.364
H62 1.914 -2.124 -8.331
H63 1.522 -3.136 -6.930
H64 3.299 -5.978 -8.355
H65 1.839 -6.848 -8.990
H66 1.718 -5.843 -7.585
H67 -0.858 -6.929 -11.098
H68 -1.377 -5.228 -11.382
H69 -2.139 -6.262 -10.222
C40 5.620 -7.557 -2.728
O29 5.361 -8.089 -1.424
P6 4.094 -7.446 -0.588
O30 3.120 -6.723 -1.403
O31 3.465 -8.756 0.143
C41 3.269 -9.977 -0.587
O32 4.831 -6.661 0.622
C42 5.445 -5.372 0.362
H70 5.449 -8.271 -3.534
H71 6.693 -7.372 -2.767
H72 5.335 -6.540 -2.998
H73 4.161 -10.597 -0.498
H74 2.938 -9.847 -1.618
H75 2.484 -10.566 -0.113
H76 4.681 -4.596 0.420
H77 5.994 -5.440 -0.577
H78 6.187 -5.062 1.098
C43 -5.162 -0.368 -9.335
O33 -5.710 0.084 -8.098
P7 -6.821 1.235 -8.047
O34 -8.196 0.799 -8.406
O35 -6.470 1.902 -6.600
C44 -5.132 2.244 -6.360
O36 -6.220 2.353 -9.046
C45 -6.788 2.701 -10.358
H79 -4.621 0.364 -9.935
H80 -5.922 -0.727 -10.029
H81 -4.467 -1.153 -9.038
H82 -5.037 2.032 -5.295
H83 -5.013 3.298 -6.612
H84 -4.345 1.584 -6.727
H85 -6.847 3.788 -10.417
H86 -7.813 2.333 -10.366
H87 -6.124 2.377 -11.160

A molecular structure, C45H89B3N2O10. Source: OMol25; level of theory: wB97M-V/def2-TZVPD.

- E_HOMO: -0.2927 Eh
- Gap between HOMO and LUMO: 0.296 Eh
- LUMO level: 0.1 eV

Element x y z (Å)
C1 0.965 -0.738 3.320
C2 -0.456 -1.212 3.236
C3 -1.030 -2.072 4.170
C4 -2.367 -2.472 4.076
C5 -3.178 -2.000 3.050
C6 -4.631 -2.393 2.880
B1 -4.774 -3.111 1.494
O1 -3.868 -4.072 1.092
B2 -3.381 -3.866 -0.181
C7 -2.237 -4.784 -0.731
C8 -0.917 -4.424 -0.041
C9 0.332 -5.063 -0.702
C10 1.415 -4.004 -0.949
C11 2.830 -4.585 -1.155
C12 3.828 -4.180 -0.073
C13 4.361 -2.719 -0.102
C14 4.307 -1.985 -1.444
C15 3.091 -1.069 -1.662
C16 2.808 -0.101 -0.515
C17 1.464 0.632 -0.792
C18 1.506 2.148 -0.506
N1 0.859 2.895 -1.584
C19 -0.475 3.078 -1.729
C20 -0.651 3.781 -2.901
C21 0.616 4.025 -3.454
C22 1.561 3.459 -2.611
O2 -3.920 -2.833 -0.959
B3 -5.165 -2.372 -0.594
C23 -5.871 -1.291 -1.520
O3 -6.619 -1.996 -2.541
N2 -7.568 -1.088 -3.092
O4 -8.639 -1.539 -3.067
O5 -5.771 -2.789 0.571
C24 -2.609 -1.141 2.102
C25 -1.274 -0.756 2.194
H1 1.603 -1.484 3.787
H2 1.349 -0.510 2.330
H3 1.056 0.167 3.920
H4 -0.417 -2.439 4.982
H5 -2.751 -3.149 4.826
H6 -5.255 -1.500 2.915
H7 -4.955 -3.030 3.704
H8 -2.509 -5.817 -0.502
H9 -2.193 -4.655 -1.811
H10 -0.778 -3.346 -0.138
H11 -0.931 -4.674 1.016
H12 0.730 -5.884 -0.111
H13 0.008 -5.408 -1.682
H14 1.145 -3.518 -1.887
H15 1.397 -3.219 -0.191
H16 3.185 -4.408 -2.167
H17 2.727 -5.669 -1.079
H18 4.652 -4.892 -0.056
H19 3.297 -4.303 0.872
H20 3.878 -2.174 0.702
H21 5.413 -2.774 0.175
H22 4.411 -2.642 -2.304
H23 5.179 -1.328 -1.470
H24 2.175 -1.600 -1.914
H25 3.322 -0.445 -2.529
H26 3.592 0.654 -0.485
H27 2.692 -0.600 0.441
H28 0.727 0.196 -0.119
H29 1.126 0.442 -1.806
H30 2.523 2.503 -0.383
H31 0.927 2.355 0.391
H32 -1.222 2.700 -1.059
H33 -1.598 4.076 -3.314
H34 0.841 4.546 -4.367
H35 2.629 3.397 -2.680
H36 -6.543 -0.644 -0.961
H37 -5.100 -0.691 -2.009
H38 -3.197 -0.761 1.274
H39 -0.852 -0.092 1.451
C26 6.064 -1.143 -5.346
C27 4.659 -0.767 -5.783
O6 4.334 0.589 -5.543
C28 5.137 1.555 -6.194
C29 5.115 1.457 -7.710
H40 6.201 -0.916 -4.287
H41 6.235 -2.209 -5.502
H42 6.832 -0.602 -5.900
H43 3.945 -1.353 -5.203
H44 4.496 -1.019 -6.836
H45 6.167 1.511 -5.821
H46 4.735 2.521 -5.888
H47 5.526 0.512 -8.067
H48 5.709 2.262 -8.146
H49 4.093 1.537 -8.082
C30 8.739 -0.859 0.892
C31 7.619 -0.539 1.868
O7 7.149 -1.658 2.593
C32 8.094 -2.325 3.408
C33 8.707 -1.450 4.488
H50 8.423 -1.631 0.189
H51 9.014 0.034 0.330
H52 9.634 -1.220 1.400
H53 6.756 -0.167 1.315
H54 7.921 0.263 2.552
H55 8.878 -2.781 2.791
H56 7.548 -3.145 3.875
H57 9.282 -0.623 4.069
H58 9.381 -2.040 5.110
H59 7.928 -1.026 5.123
C34 -4.979 -0.070 9.278
C35 -4.044 0.469 8.209
O8 -3.824 -0.421 7.131
C36 -4.969 -0.801 6.392
C37 -5.697 0.361 5.739
H60 -4.605 -1.017 9.670
H61 -5.060 0.641 10.101
H62 -5.984 -0.246 8.892
H63 -3.061 0.645 8.646
H64 -4.399 1.438 7.840
H65 -5.653 -1.384 7.020
H66 -4.605 -1.473 5.615
H67 -6.099 1.060 6.474
H68 -6.533 -0.007 5.142
H69 -5.020 0.916 5.087
C38 -11.207 -0.162 -1.313
C39 -10.305 1.033 -1.061
O9 -10.944 2.120 -0.417
C40 -11.487 1.853 0.862
C41 -10.463 1.391 1.886
H70 -12.077 0.133 -1.903
H71 -10.663 -0.933 -1.854
H72 -11.573 -0.603 -0.384
H73 -9.952 1.426 -2.015
H74 -9.413 0.729 -0.500
H75 -12.308 1.130 0.786
H76 -11.929 2.793 1.192
H77 -10.006 0.440 1.609
H78 -10.940 1.258 2.858
H79 -9.666 2.129 1.987
C42 5.346 8.061 -4.195
C43 4.351 6.950 -4.488
O10 3.956 6.214 -3.347
C44 3.319 6.950 -2.314
C45 2.037 7.616 -2.763
H80 6.235 7.658 -3.707
H81 5.648 8.548 -5.123
H82 4.926 8.824 -3.540
H83 4.810 6.222 -5.158
H84 3.475 7.347 -5.011
H85 4.018 7.673 -1.878
H86 3.090 6.226 -1.531
H87 2.212 8.360 -3.543
H88 1.540 8.124 -1.936
H89 1.360 6.862 -3.167